Entry from OMol25: a structure of composition C56H132InN10O19 at a distorted geometry (ωB97M-V with the def2-TZVPD basis set).

Results
E_LUMO = -6.6 eV
calculated total energy = -119158.2362 eV
total charge = +1

Each line ends with the Mulliken charge.
Positions of all 218 atoms, in Å:
In: -3.03451 -3.60076 -6.13056  0.982
O: -6.85669 -4.94164 -4.40418  -0.290
O: -9.98325 -3.05055 2.66262  -0.363
O: 5.14905 3.90950 6.89997  -0.287
O: -4.59533 0.51104 -9.38246  -0.275
O: 2.39169 8.80670 -7.98744  -0.214
O: -2.19276 1.44310 3.24454  -0.494
O: -2.25177 -6.94086 -3.62410  -0.252
O: -0.32705 -1.21254 -1.14097  -0.561
O: 0.70541 1.09140 2.69826  -0.495
O: 1.97714 -4.90144 -10.05583  -0.253
O: -2.39652 9.03951 8.55665  -0.287
O: -3.33700 3.45460 11.60228  -0.337
O: -0.43098 7.77720 3.84827  -0.307
O: 0.94223 4.78543 -7.58480  -0.397
O: -3.05118 -0.51124 -0.84832  -0.527
O: 3.77936 -8.52804 6.84840  -0.322
O: 2.31692 0.45238 8.31831  -0.308
O: 7.81260 -8.17596 -4.30486  -0.356
O: 8.59429 -2.17515 -2.06951  -0.304
N: 4.73046 2.07731 9.02658  -0.302
N: 4.54598 -6.79948 3.74579  -0.741
N: -2.41404 8.88153 5.75063  -0.157
N: -3.20095 -1.19058 -11.34223  -0.572
N: -4.85726 -6.37077 -2.46112  -0.419
N: -0.78289 3.51776 13.26119  -0.684
N: 0.75453 7.48095 -10.27932  -0.409
N: 7.94977 -5.26721 -4.17970  -0.407
N: 2.29127 -2.59660 -8.56267  -0.634
N: -8.72907 -1.25747 4.68930  -0.676
C: 0.16286 -0.07794 0.83310  -0.087
C: -3.15997 3.15206 13.05489  -0.908
C: -1.72065 0.91636 2.12164  0.355
C: 4.88550 -7.68905 4.80102  0.308
C: 8.73978 -6.04500 -5.16572  -0.629
C: -4.71807 3.40978 11.22355  -0.784
C: -9.93549 -0.91247 3.98137  0.637
C: 0.94401 5.40558 -6.26649  -0.591
C: 7.84857 -1.50199 -1.16700  -0.748
C: 0.28819 6.91486 -8.99433  -0.537
C: 6.24965 2.94384 7.25532  -0.653
C: -2.68342 0.55980 1.18976  -0.250
C: -0.73480 -0.54047 -0.16422  0.361
C: 7.84379 -3.16848 -2.79486  -0.455
C: 4.23691 0.88731 9.74255  -0.797
C: -6.25687 -6.65078 -2.64320  -0.714
C: -3.38616 0.22913 -11.45818  0.329
C: -3.64323 9.12095 6.46173  -0.757
C: -9.96058 0.62882 3.89289  -1.357
C: -0.24786 0.64436 1.92525  0.328
C: 1.24936 5.79917 -8.61001  -0.410
C: -1.83915 2.56649 13.37915  0.607
C: -4.69731 0.71779 -10.76555  -0.609
C: 3.53040 -0.08455 8.83861  -0.496
C: 5.76522 1.74470 8.00480  -0.529
C: -11.23181 -3.78229 2.51095  -0.655
C: 7.80395 -9.62236 -4.54322  -0.683
C: 1.97616 9.37277 -9.27176  -0.567
C: -1.38406 8.78456 3.40110  -0.480
C: 3.10369 -2.65157 -9.81161  0.135
C: -4.13336 -7.66601 -2.35709  -0.712
C: -2.63071 8.67597 4.27915  -0.885
C: 1.99194 8.27123 -10.35725  -0.712
C: -2.27016 -0.16076 0.01990  0.396
C: -7.75285 -3.90650 -4.80198  -0.839
C: 8.16926 -7.44579 -5.52889  -0.505
C: 2.61771 -8.33153 7.70369  -0.729
C: -3.45017 9.71128 7.85966  -0.557
C: -4.98499 1.59373 -8.55944  -0.708
C: 3.27662 9.67962 -7.29910  -0.831
C: 6.08972 -7.14060 5.53624  -1.394
C: -10.05511 -1.64273 2.62495  -0.836
C: 8.72000 -4.09310 -3.72864  -0.676
C: -1.66827 2.03777 14.79866  -1.466
C: 5.75868 5.23179 6.63855  -0.711
C: -2.65725 -7.47400 -2.33721  -0.554
C: 3.20961 -4.17810 -10.18176  -0.767
C: 4.46515 -2.03891 -9.43392  -1.348
C: 1.96286 -6.30360 -10.32706  -0.691
C: 0.58960 7.48175 2.86659  -0.726
C: 1.35490 -0.52907 7.92660  -0.739
C: -2.29613 9.49414 9.89090  -0.819
C: -7.08691 -5.35195 -2.98072  -0.574
C: -3.19281 0.59656 -12.92751  -1.411
C: 3.61751 -7.76986 5.64062  -0.610
C: -0.85606 -6.81474 -3.75836  -0.700
H: 8.48203 -0.68624 -0.81858  0.276
H: -0.66953 1.63198 14.95976  0.402
H: 6.98339 -6.91300 4.95515  0.418
H: 5.12337 -1.99309 -10.30153  0.349
H: -2.27721 -8.47628 -2.13947  0.376
H: 4.15546 9.85164 -7.92051  0.353
H: 4.44388 -0.97429 -9.20105  0.408
H: -10.79536 -1.26620 4.55022  0.176
H: 5.34129 -6.85274 3.12551  0.278
H: 1.03087 -6.80732 -10.07064  0.208
H: -9.09783 -1.48059 2.12955  0.252
H: -10.88852 -1.33772 1.99208  0.456
H: -10.83575 -4.79710 2.54837  0.217
H: -6.66494 -4.48229 -2.47700  0.312
H: -0.30058 -7.74199 -3.89887  0.283
H: -2.51011 -1.41924 -12.04262  0.250
H: -2.62902 0.74880 -10.87101  0.157
H: -7.60209 -3.61269 -5.84076  0.284
H: -4.03404 0.17594 -13.47840  0.338
H: -3.15618 7.74277 4.07634  0.400
H: 7.40218 -3.97735 -2.21277  0.292
H: 5.44340 0.97603 7.30219  0.345
H: 0.57722 6.42407 -6.39387  0.240
H: 6.85966 3.50125 7.96616  0.308
H: -8.14991 -5.47236 -2.77184  0.423
H: 6.83491 -1.17204 -1.39442  0.299
H: 3.16116 -0.93409 9.41312  0.466
H: 7.30796 -7.53965 -6.19030  0.362
H: 8.58684 -5.43644 -6.05699  0.333
H: 4.82686 -2.39210 -8.46825  0.371
H: 2.47076 -7.30047 8.02528  0.311
H: 7.24205 -9.78061 -5.46373  0.279
H: -1.48727 9.18986 10.55517  0.303
H: -7.93712 -0.68653 4.43061  0.258
H: -3.21569 1.68385 -13.00085  0.353
H: 6.43111 -7.83082 6.30770  0.306
H: 9.21558 -3.54763 -4.53174  0.438
H: -4.82150 3.32025 10.14216  0.296
H: -4.22462 2.25312 -8.14095  0.272
H: -4.43735 -8.08478 -1.39775  0.416
H: 2.15595 8.67981 -11.35438  0.404
H: -2.35917 -6.88655 -1.46879  0.362
H: 6.63565 1.35364 8.53163  0.323
H: 7.69469 -2.07860 -0.25489  0.301
H: -0.59759 6.34482 -9.27455  0.397
H: -4.33067 -8.45236 -3.08566  0.376
H: 4.19412 -0.50466 8.08293  0.310
H: -4.44332 9.71093 8.30881  0.384
H: 5.09454 -8.55091 4.16730  0.295
H: 3.55812 0.93092 10.59427  0.382
H: -4.03948 2.66904 13.48061  0.460
H: -2.01570 10.54483 9.81669  0.324
H: 2.76671 -8.22792 5.13621  0.429
H: -3.30673 4.08916 13.59190  0.322
H: 2.79941 10.57064 -6.89111  0.307
H: 2.71799 -9.04946 8.51771  0.248
H: 0.12772 3.15308 13.50181  0.252
H: 5.11137 0.35584 10.11800  0.370
H: -7.80244 -2.99413 -4.20767  0.327
H: 1.29980 -1.39678 8.58399  0.323
H: -9.05493 1.02708 3.43541  0.346
H: 3.96202 -4.61547 -9.52549  0.313
H: 6.51375 5.10068 5.86345  0.300
H: -0.44292 -6.30873 -2.88580  0.335
H: 5.17081 2.67122 9.71467  0.246
H: -1.69868 1.72786 12.69720  0.224
H: -4.94204 -6.03553 -1.51215  0.300
H: -1.65807 8.42554 2.40907  0.400
H: -0.94577 9.77615 3.28832  0.339
H: 2.03779 -1.63982 -8.36158  0.262
H: 2.16847 6.21555 -8.19775  0.236
H: 1.48900 5.20383 -9.49105  0.319
H: 1.63700 -0.84061 6.92089  0.269
H: -5.53420 1.12541 -7.74265  0.232
H: 0.34894 4.83437 -5.55396  0.255
H: -3.22380 10.77749 7.86701  0.391
H: 1.52751 7.38915 3.41419  0.238
H: 3.56831 -4.43978 -11.17723  0.422
H: -4.02679 -1.72801 -11.56410  0.257
H: 0.33167 6.52722 2.40786  0.218
H: 8.89680 -7.98820 -6.13271  0.401
H: -5.11878 2.47005 11.60361  0.328
H: 2.60726 -2.18238 -10.66104  0.388
H: -2.34040 0.10295 -13.39425  0.399
H: -0.01590 8.02687 -10.63784  0.242
H: 2.75707 7.52785 -10.13346  0.316
H: 7.05684 -2.65344 -3.34580  0.319
H: 9.81827 -6.14513 -5.04354  0.330
H: 2.57931 10.22674 -9.58004  0.527
H: -4.36276 9.74879 5.93619  0.360
H: 3.33173 -6.75225 5.90689  0.286
H: 9.60648 -4.32750 -3.13932  0.338
H: 6.28015 5.50030 7.55728  0.311
H: -6.51635 -7.38030 -3.41039  0.312
H: -5.67789 2.22246 -9.11862  0.341
H: 1.71352 -8.53983 7.13172  0.301
H: 7.39365 -10.25992 -3.76011  0.242
H: 3.47766 9.13434 -6.37696  0.216
H: -0.93736 4.26404 13.92398  0.269
H: 1.95456 5.39079 -5.85826  0.239
H: -11.79904 -3.64412 1.59049  0.272
H: 4.67882 -5.87722 4.13552  0.284
H: -4.01048 8.09509 6.49083  0.363
H: -3.75080 0.56384 1.35428  0.476
H: 0.03600 7.65273 -8.23272  0.322
H: -4.79452 1.78857 -10.94466  0.396
H: 0.95924 9.70732 -9.06672  0.297
H: 2.71184 -6.83775 -9.74241  0.274
H: 0.80899 8.37767 2.28582  0.344
H: -0.67456 -6.18902 -4.63221  0.158
H: -3.13531 9.34391 10.57009  0.303
H: -10.04145 1.14916 4.84725  0.350
H: -11.75212 -3.45429 3.41083  0.313
H: -1.78278 2.84263 15.52474  0.358
H: 4.97515 5.94612 6.38577  0.234
H: -3.31723 9.40583 3.85009  0.413
H: 2.12534 -6.29135 -11.40481  0.307
H: 2.98576 -2.84379 -7.87224  0.263
H: -10.77502 0.90376 3.22267  0.349
H: -1.99737 9.80043 5.70459  0.195
H: -5.56416 0.21723 -11.19694  0.261
H: -6.45505 -6.91455 -1.60433  0.472
H: 7.94041 -5.80755 -3.32644  0.271
H: 6.94845 2.62488 6.48199  0.384
H: -2.37869 1.23154 14.98139  0.358
H: 8.85457 -9.91266 -4.53970  0.281
H: -5.34283 4.14270 11.73404  0.303
H: -8.78921 -4.24368 -4.78281  0.322
H: 1.20375 -0.31721 0.67283  0.496
H: -8.48630 -2.18764 4.37954  0.262
H: 5.76375 -6.23914 6.05509  0.332
H: 0.35972 -0.08464 7.94137  0.250